The following is a DFT calculation (ωB97M-V with the def2-TZVPD basis set) of C62H45AsBrF15GeHfN4O2STe as an isolated structure at a distorted geometry.

```
! RIJCOSX wB97M-V def2-TZVPD def2/J DEFGRID3
* xyz 0 1
Hf 0.1361 -0.1634 0.2678
Br -4.3590 5.6557 3.7808
C -3.5140 4.3817 2.6708
C -3.7458 4.3982 1.3087
C -3.1418 3.4403 0.5045
C -2.3091 2.4659 1.0541
C -2.0410 2.5173 2.4084
C -2.6494 3.4531 3.2276
N -1.6839 1.4851 0.2071
C -2.3686 1.1579 -0.8050
C -1.7845 0.5352 -1.9932
C -2.5249 0.4584 -3.1450
C -1.9467 -0.0968 -4.2778
C -0.6578 -0.5800 -4.1962
C 0.0242 -0.4568 -3.0013
N -0.5092 0.1269 -1.9287
H -4.3804 5.1564 0.8665
H -3.2953 3.4941 -0.5692
H -1.3516 1.8215 2.8453
H -2.4511 3.4418 4.2937
H -3.4300 1.3814 -0.8654
H -3.5471 0.8105 -3.1438
H -2.5054 -0.1629 -5.2030
H -0.1716 -1.0530 -5.0389
H 1.0251 -0.8425 -2.8934
N 1.7642 -1.6153 1.7740
C 2.5176 -2.5659 0.9304
C 1.9645 -2.5989 -0.4749
O 2.3224 -3.4179 -1.2819
O 1.1223 -1.6197 -0.7124
H 2.3740 -1.2185 2.4728
H 1.0542 -2.1199 2.2801
H 2.5197 -3.5775 1.3217
H 3.5505 -2.2425 0.8378
Te -1.4393 -0.9582 2.4884
C -1.1624 0.0370 4.3676
C 0.0424 0.5822 4.8176
C 0.0968 1.2700 6.0290
C -1.0443 1.4073 6.8107
C -2.2420 0.8446 6.3810
C -2.2994 0.1660 5.1672
H 0.9425 0.4820 4.2212
H 1.0365 1.7046 6.3558
H -1.0001 1.9452 7.7502
H -3.1381 0.9384 6.9882
H -3.2406 -0.2672 4.8317
C 2.2227 2.1669 -6.7864
C 2.3115 1.9309 -5.2989
C 1.4333 2.5336 -4.4169
C 1.4951 2.3538 -3.0305
C 0.4168 3.1155 -2.2744
C 2.5065 1.5198 -2.4978
As 2.8659 0.8156 -0.6608
N 1.4315 1.4181 0.4217
C 1.8225 1.9250 1.7045
C 1.1553 3.0285 2.2328
C 1.5192 3.5820 3.4527
C 2.5863 3.0608 4.1706
C 3.2856 1.9821 3.6462
C 2.9128 1.4243 2.4306
C 4.3590 2.0384 -0.2011
C 5.5434 1.3836 0.1556
C 5.6558 -0.1202 0.3301
C 6.6984 2.1215 0.4054
C 6.7135 3.5009 0.3325
C 7.9745 4.2937 0.5698
C 5.5146 4.1427 0.0320
C 4.3441 3.4449 -0.2364
C 3.1249 4.2584 -0.5635
C 3.4084 0.9025 -3.3983
C 4.5080 -0.0287 -2.9234
C 3.2998 1.1166 -4.7616
H 1.2413 2.5538 -7.0656
H 2.4065 1.2457 -7.3451
H 2.9711 2.8975 -7.1045
H 0.6475 3.1742 -4.8111
H -0.5320 3.0278 -2.8120
H 0.6586 4.1780 -2.2422
H 0.2749 2.7759 -1.2612
H 0.3730 3.4853 1.6411
H 0.9708 4.4393 3.8310
H 2.8848 3.5016 5.1152
H 4.1385 1.5764 4.1809
H 3.4996 0.6147 2.0194
H 4.7508 -0.6411 0.0404
H 5.8738 -0.3573 1.3740
H 6.4758 -0.5193 -0.2703
H 7.6114 1.5885 0.6660
H 8.8232 3.6398 0.7792
H 7.8526 4.9780 1.4134
H 8.2177 4.8973 -0.3080
H 5.4868 5.2311 0.0003
H 3.1879 5.2427 -0.0950
H 2.2177 3.7754 -0.2194
H 3.0567 4.4032 -1.6428
H 4.0947 -0.9584 -2.5188
H 5.1158 0.4335 -2.1476
H 5.1693 -0.2886 -3.7509
H 4.0099 0.6278 -5.4283
F -1.4868 -4.6345 -2.3904
C -1.7054 -5.6161 -1.5088
C -2.5403 -5.3973 -0.4195
C -2.7732 -6.4865 0.4057
F -3.6188 -6.4258 1.4387
C -2.1842 -7.7132 0.1778
F -2.4252 -8.7446 0.9858
C -1.3496 -7.8792 -0.9037
F -0.7884 -9.0586 -1.1293
C -1.1099 -6.8292 -1.7630
F -0.3291 -7.0087 -2.8238
Ge -3.3219 -3.5849 -0.2896
S -1.8328 -2.0604 -0.3719
C -4.4716 -3.4828 1.3170
C -3.8875 -3.7568 2.5441
F -2.6445 -4.2238 2.5935
C -4.5525 -3.6050 3.7373
F -3.9586 -3.8687 4.8999
C -5.8613 -3.1733 3.7208
F -6.5193 -3.0171 4.8617
C -6.4900 -2.9113 2.5250
F -7.7608 -2.5092 2.5225
C -5.7919 -3.0611 1.3435
F -6.4608 -2.7605 0.2216
C -4.5073 -3.4519 -1.8845
C -4.9691 -4.5271 -2.6307
F -4.7713 -5.7893 -2.2429
C -5.6756 -4.3638 -3.8061
F -6.1113 -5.4168 -4.4908
C -5.9290 -3.0960 -4.2768
F -6.5816 -2.9274 -5.4173
C -5.5219 -2.0010 -3.5475
F -5.7886 -0.7655 -3.9904
C -4.8499 -2.1954 -2.3641
F -4.5768 -1.0935 -1.6475
*
```

* E: -322676.70145 eV
* HOMO: -7.33 eV

Here are the Mulliken charges for atoms 1 to 6, given in e: number 1, Hf, carries -0.673; number 2, Br, carries -0.195; number 3, C, carries -0.197; number 4, C, carries -0.843; number 5, C, carries -0.131; number 6, C, carries -0.917